Entry 1:
Formula: C13H28B3F5I2N2O7S
Source: the Open Molecules 2025 dataset
Level of theory: ωB97M-V/def2-TZVPD

Calculated values
* LUMO: -1.3 eV
* E_tot: -2715.8928 hartree
* molecular weight: 737.7 g mol⁻¹
* HOMO-LUMO gap: 7.7 eV
* spin multiplicity: 1

Element x y z (Å)
1 C -1.518472 -0.206172 0.714807
2 C -0.043677 -0.521571 0.142202
3 I 1.424715 -0.529442 1.782773
4 C 0.388926 0.570811 -0.968336
5 I 2.500912 0.296045 -1.513387
6 B -0.448723 0.377304 -2.364025
7 O -0.973094 -0.937086 -2.632399
8 B -1.055896 -1.159596 -4.052734
9 O -1.154611 -0.083264 -5.018911
10 B -0.390693 1.061446 -4.585893
11 S 0.745248 1.847081 -5.860878
12 O 0.482404 1.231168 -7.200506
13 O 2.173566 1.515501 -5.467134
14 C 0.613807 3.704315 -6.005472
15 F 1.795887 4.257265 -5.460028
16 F 0.545500 4.050618 -7.375890
17 C -0.632085 4.367275 -5.268205
18 F -0.491343 4.420752 -3.867418
19 F -0.661580 5.725958 -5.672973
20 F -1.872242 3.843508 -5.662389
21 O -0.582163 1.515125 -3.239952
22 H -1.514612 -0.513803 1.805662
23 H -2.270935 -0.864747 0.163848
24 H -1.719694 0.897424 0.535341
25 H -0.076757 -1.580039 -0.271663
26 H 0.235185 1.642763 -0.608454
27 H -1.088897 -2.294153 -4.414129
28 C -7.201064 -3.690896 2.232367
29 C -6.566071 -3.232850 0.922676
30 C -5.128626 -3.753274 0.721071
31 O -4.143488 -3.065511 1.484452
32 C -4.019015 -3.512707 2.824658
33 N -6.624949 -1.767277 0.851854
34 H -6.814965 -3.149101 3.097756
35 H -8.281027 -3.523308 2.208929
36 H -7.035675 -4.759530 2.395391
37 H -7.177283 -3.638599 0.108989
38 H -4.856164 -3.586957 -0.325967
39 H -5.064743 -4.835071 0.890172
40 H -4.188621 -4.588621 2.917960
41 H -4.705304 -2.961518 3.470973
42 H -3.003842 -3.291785 3.161010
43 H -6.285646 -1.470786 -0.060828
44 H -5.923580 -1.405106 1.497910
45 C 7.482428 2.139638 2.981303
46 C 6.960255 0.718689 3.172650
47 C 5.573287 0.482977 2.541460
48 O 4.489316 1.023605 3.288857
49 C 4.252795 2.404118 3.068214
50 N 6.962904 0.399324 4.605901
51 H 6.990188 2.859372 3.637967
52 H 8.551338 2.184145 3.206131
53 H 7.347766 2.470785 1.947767
54 H 7.665376 0.046086 2.671890
55 H 5.398160 -0.597120 2.511670
56 H 5.539471 0.831528 1.501878
57 H 4.458467 2.697970 2.035394
58 H 4.847786 3.003597 3.760579
59 H 3.200795 2.604320 3.282213
60 H 6.702552 -0.577612 4.722940
61 H 6.186504 0.906988 5.029955

Forces on the atoms, in the same order (eV/Å):
0.93 -0.46 -0.43
-0.76 0.37 -0.57
-0.65 -0.01 -0.29
-1.35 -0.50 0.35
-0.94 0.30 -0.37
0.14 -0.43 1.49
1.11 2.51 -2.77
-0.90 0.40 0.68
2.95 0.71 2.15
-3.70 -1.11 2.06
5.04 -3.74 -3.98
-0.83 2.10 2.92
-3.86 1.48 0.41
1.01 2.27 -0.73
-2.73 -1.13 -1.19
0.11 -0.92 3.18
-1.17 3.19 0.39
-0.48 -0.88 -3.37
0.12 -2.91 0.78
2.98 0.48 1.24
1.50 -2.41 -1.96
-0.34 0.72 -1.34
0.92 1.04 0.68
-0.04 -1.38 0.60
0.51 1.51 0.40
0.56 -1.49 -0.20
-0.09 0.31 -0.10
-0.23 -0.14 0.05
0.19 0.11 0.36
-0.04 0.16 -0.26
-0.14 -0.39 -0.09
0.16 0.36 0.03
0.25 -0.08 -0.16
0.05 -0.01 -0.10
0.12 0.04 -0.03
0.02 0.06 0.01
0.13 0.03 -0.04
0.05 0.08 0.07
-0.03 0.00 0.15
-0.08 0.01 -0.03
-0.05 -0.19 0.12
-0.03 -0.02 -0.12
-0.16 0.02 0.01
-0.18 -0.03 0.00
0.23 0.10 -0.12
-0.24 0.32 0.16
0.05 -0.29 0.11
0.16 0.01 -0.39
-0.18 -0.06 0.33
-0.21 -0.16 -0.11
-0.04 -0.10 -0.03
-0.12 -0.05 0.03
-0.02 0.00 0.06
-0.13 -0.06 0.02
-0.07 0.05 0.08
0.01 0.15 0.02
0.08 -0.03 0.01
0.05 0.16 -0.16
0.03 -0.12 -0.05
0.14 0.03 0.03
0.17 0.01 -0.02

Entry 2:
Formula: C13H28BBr12FNO
Source: the Open Molecules 2025 dataset
Level of theory: ωB97M-V/def2-TZVPD

Calculated values
* LUMO: 1.8 eV
* E_tot: -31654.9774 hartree
* molecular weight: 1203.0 g mol⁻¹
* HOMO-LUMO gap: 4.8 eV
* spin multiplicity: 1
* energy relative to the best compared isomer or geometry (same formula, charge and spin): 0.00 kJ/mol
* total charge: -1

Element x y z (Å)
1 C 1.644014 1.079474 1.155087
2 B 1.920617 -0.108106 2.216902
3 O 0.857256 -1.009536 2.643661
4 N 3.245126 -0.362284 2.701758
5 F 3.829899 -0.907245 1.415207
6 H 1.002812 0.739873 0.330253
7 H 1.096119 1.879962 1.647071
8 H 2.613005 1.406644 0.797189
9 H 0.703817 -1.517335 1.839354
10 Br 0.008319 5.562189 0.408847
11 C 1.948056 5.679453 0.528310
12 C 2.610455 5.321425 -0.776192
13 Br 2.600234 3.403954 -1.059551
14 H 2.251932 5.027262 1.341248
15 H 2.155872 6.714351 0.792262
16 H 3.659837 5.609104 -0.758838
17 H 2.126091 5.778072 -1.633772
18 Br -0.897801 -1.454349 -0.921979
19 C -1.288398 0.253475 -1.742002
20 C -0.977521 0.303649 -3.207942
21 Br 0.920405 0.481960 -3.611971
22 H -0.742362 0.996654 -1.166346
23 H -2.358152 0.394686 -1.600738
24 H -1.437429 1.192496 -3.638060
25 H -1.318153 -0.579628 -3.740244
26 Br 2.095270 -3.793704 2.518172
27 C 2.983496 -2.695385 3.856888
28 C 4.335593 -3.232422 4.212537
29 Br 4.247208 -4.799894 5.389782
30 H 2.310632 -2.637755 4.706487
31 H 3.068832 -1.698123 3.393563
32 H 4.895756 -2.490112 4.775556
33 H 4.906611 -3.537024 3.342094
34 Br -3.351792 -0.398755 5.102489
35 C -2.536441 1.360662 5.307758
36 C -1.816732 1.796495 4.059611
37 Br -0.108126 0.871046 3.832862
38 H -1.876125 1.299686 6.166515
39 H -3.365697 2.029139 5.532517
40 H -1.584889 2.859260 4.122972
41 H -2.386692 1.604844 3.155963
42 Br -3.178547 -5.524444 -3.093808
43 C -3.781738 -5.565959 -1.243059
44 C -3.031384 -4.582822 -0.385787
45 Br -1.246161 -5.208937 0.047981
46 H -3.670019 -6.589685 -0.901049
47 H -4.837906 -5.307643 -1.281312
48 H -3.531768 -4.459796 0.572638
49 H -2.915238 -3.612813 -0.859125
50 Br -3.600498 1.483153 -6.473010
51 C -1.943071 0.507487 -6.768834
52 C -0.808861 1.425076 -7.130940
53 Br -0.935241 2.024706 -8.979309
54 H -2.145854 -0.231682 -7.536717
55 H -1.734435 0.006995 -5.827663
56 H 0.139264 0.897036 -7.063586
57 H -0.769495 2.315171 -6.511701

Forces on the atoms, in the same order (eV/Å):
-0.27 -1.34 0.08
0.36 -0.42 -0.95
1.16 0.23 -0.86
0.08 0.78 0.14
0.18 0.79 -0.21
0.11 0.11 -0.16
0.22 0.23 -0.04
-0.05 0.11 -0.09
-0.27 -0.28 0.03
0.01 -0.05 0.03
-0.08 0.19 -0.01
0.15 -0.22 -0.05
-0.04 0.20 -0.23
0.00 -0.04 -0.04
0.01 0.00 -0.02
-0.02 0.05 0.06
-0.04 0.07 0.06
0.15 -0.16 -0.06
-0.11 -0.03 0.30
0.12 0.21 -0.25
-0.08 -0.09 0.07
0.01 0.06 -0.08
0.01 0.08 -0.02
-0.05 -0.02 0.00
-0.05 -0.05 0.11
0.03 -0.57 -0.06
0.04 -1.84 0.89
-0.43 0.29 -0.16
0.15 -0.34 0.20
-0.04 -0.14 0.10
0.38 0.66 -0.36
-0.03 0.03 0.02
-0.01 -0.02 -0.01
0.05 0.00 0.04
-0.25 0.00 -0.06
0.71 0.31 0.28
-2.06 1.21 1.27
0.04 -0.02 -0.03
0.01 0.00 -0.02
-0.13 0.03 0.03
-0.05 -0.03 0.03
0.02 -0.05 0.02
-0.11 0.10 -0.13
0.14 -0.10 0.20
0.02 0.08 -0.06
0.03 0.01 0.02
0.01 0.02 0.02
-0.05 -0.01 -0.03
-0.04 -0.01 -0.03
-0.01 -0.02 -0.03
-0.10 0.05 0.16
0.16 -0.07 -0.20
-0.03 0.07 0.04
0.03 0.02 -0.02
0.06 -0.01 -0.02
-0.02 -0.03 0.05
-0.03 -0.02 0.03